This record from OMol25 describes a molecular structure, C13H11Cl2N5O3RuS3. The level of theory is ωB97M-V/def2-TZVPD.

XYZ file:
```
38
Properties=species:S:1:pos:R:3:forces:R:3:lowdin_charge:R:1
Ru -0.5922 0.2198 -0.5425 0.654 0.181 0.671 0.885
O -1.9347 1.6747 -0.7610 0.122 0.056 -0.876 -0.814
N -3.0927 0.7227 1.6591 0.132 -0.348 0.076 -0.218
C -4.3217 0.5294 2.0066 -0.216 -0.086 0.025 -0.192
C -4.5966 0.1853 3.3354 -0.078 0.131 0.058 -0.130
C -3.5386 0.1521 4.2331 -0.022 0.036 0.009 -0.099
C -2.2295 0.2976 3.7886 -0.001 -0.121 -0.080 -0.125
C -2.0189 0.5021 2.4290 0.181 0.251 -0.119 -0.730
S -0.4087 0.4663 1.7281 -0.084 -0.027 0.167 0.620
H -3.8743 1.4124 -1.7091 0.119 0.256 0.019 -0.067
H -5.6052 -0.0208 3.6673 -0.017 0.022 -0.018 0.074
H -3.7173 -0.0275 5.2884 -0.022 -0.029 -0.015 0.098
H -1.3911 0.1942 4.4638 0.023 -0.056 -0.042 0.094
N 0.5675 -3.1770 -0.1763 -0.036 -0.008 -0.132 0.117
C 1.4963 -2.2428 -0.4309 -0.022 -0.049 0.104 -0.669
N 1.2540 -0.9599 -0.5329 0.051 0.272 -0.065 -0.037
C 2.4365 -0.2563 -0.7725 0.019 -0.017 0.000 -0.320
C 3.5472 -1.0091 -0.8858 0.000 -0.002 -0.012 -0.345
S 3.1598 -2.6736 -0.6575 -0.012 0.008 -0.005 1.069
C 2.3376 1.1994 -0.8211 -0.017 0.000 0.088 -0.339
C 3.3158 2.1287 -0.8552 0.008 -0.011 0.009 -0.341
S 2.6200 3.7102 -0.7662 0.008 0.013 -0.018 1.062
C 1.0357 3.0052 -0.6851 -0.011 -0.017 -0.033 -0.677
N 1.0571 1.6968 -0.7346 -0.127 0.113 -0.156 -0.051
N -0.0963 3.7253 -0.6383 0.026 0.115 0.088 0.118
H -0.3440 -2.8894 0.1490 0.005 0.002 0.039 -0.003
H 0.8366 -4.1357 -0.0601 0.000 0.003 0.053 0.101
H 4.5557 -0.6861 -1.0755 0.001 -0.004 -0.001 0.078
H 4.3823 1.9897 -0.8871 0.000 -0.002 0.012 0.075
H -0.0532 4.6837 -0.3417 0.023 0.000 -0.012 0.102
H -0.9646 3.2043 -0.4744 0.011 -0.095 -0.069 0.059
Cl -3.6388 1.1944 -0.4357 -0.284 0.145 0.363 0.859
C -1.8683 -1.0384 -0.5895 0.001 -1.179 -0.344 -0.796
Cl -2.4926 -2.2510 0.5117 -0.041 0.121 0.166 0.593
C -1.2678 0.7023 -3.4355 0.001 0.013 0.059 -0.416
O -0.3871 0.0690 -3.0006 -0.174 0.156 -0.005 0.132
O -2.1386 1.3036 -3.8893 -0.013 0.010 -0.075 0.231
H -2.3747 -1.2528 -1.5430 -0.209 0.147 0.073 0.002
```
Positions in Å, forces in eV/Å.

LUMO (alpha / beta) ... -0.247 / -0.241 eV
Orbital gap (alpha / beta) ... 6.12 / 6.15 eV
Largest force on an atom ... 1.2 eV Å⁻¹
ΔE to the lowest compared entry with this formula, charge and spin ... 692.39 kJ/mol
E_HOMO (alpha / beta) ... -0.23404 / -0.23478 hartree

=====

This record from OMol25 describes a molecular structure, C13H11N4RhSSbSe4. The level of theory is ωB97M-V/def2-TZVPD.

XYZ file:
```
35
Properties=species:S:1:pos:R:3:forces:R:3:lowdin_charge:R:1
Rh 0.0100 0.6862 0.7577 -0.757 -0.527 0.008 -0.221
Se -3.3666 3.5430 1.6314 0.352 -0.457 -0.106 -0.163
Sb -1.9223 1.6895 2.1002 -0.726 0.229 1.316 -0.043
Se -1.5575 0.4032 -0.8954 -0.370 0.117 -0.911 0.114
Se 0.6548 2.7195 1.6165 0.457 0.873 0.285 0.049
Se -2.1662 0.6535 4.2753 0.049 0.342 -0.651 -0.141
S 1.9895 0.0996 -0.2063 0.607 -0.342 -0.078 0.528
C 2.3034 -1.2736 0.8547 -0.041 2.105 -1.525 -0.833
N 3.5178 -1.7684 0.7638 0.596 -0.631 0.182 0.032
N 3.9611 -2.5569 1.7631 -0.137 -0.365 -0.918 0.010
C 3.8443 -2.3699 3.1201 -0.142 0.051 1.080 -0.252
C 4.4003 -3.3415 3.9620 -0.105 0.163 -0.349 -0.044
C 4.3378 -3.1960 5.3314 -0.032 0.085 0.157 -0.107
C 3.7092 -2.0930 5.8908 0.057 -0.089 0.187 -0.110
C 3.1803 -1.1126 5.0655 0.095 -0.098 0.153 -0.079
C 3.2551 -1.2376 3.6952 0.111 0.056 -0.367 -0.033
N 1.3416 -1.7853 1.5914 -2.043 -1.520 1.474 0.028
N 0.1685 -1.2200 1.6440 2.318 0.653 -0.864 -0.080
C -0.8257 -1.9872 2.2376 -0.568 -1.022 0.800 -0.315
C -2.1288 -2.0100 1.7361 0.362 0.273 -0.420 -0.095
C -3.0832 -2.8184 2.3188 0.052 -0.167 0.170 -0.090
C -2.7648 -3.5846 3.4285 -0.137 0.048 -0.062 -0.093
C -1.4812 -3.5377 3.9515 0.021 -0.111 0.171 -0.088
C -0.5113 -2.7579 3.3629 0.042 0.211 -0.353 -0.032
H 4.6647 -3.2146 1.4545 -0.012 0.332 0.085 0.140
H 4.8793 -4.2043 3.5188 0.043 -0.108 -0.004 0.103
H 4.7888 -3.9448 5.9681 -0.031 -0.065 0.030 0.097
H 3.6423 -1.9953 6.9633 0.002 0.022 0.109 0.093
H 2.7130 -0.2392 5.4985 -0.044 0.048 -0.050 0.110
H 2.8801 -0.4427 3.0678 -0.085 0.019 0.037 0.104
H -2.3771 -1.4396 0.8456 0.125 -0.040 0.183 0.009
H -4.0774 -2.8590 1.8986 -0.071 0.052 -0.016 0.104
H -3.5227 -4.2090 3.8797 -0.011 -0.047 0.092 0.096
H -1.2266 -4.1144 4.8292 -0.028 -0.060 0.072 0.100
H 0.4944 -2.7070 3.7521 0.050 -0.030 0.084 0.103
```
Positions in Å, forces in eV/Å.

LUMO (alpha / beta) ... 1.040 / 0.382 eV
2S+1 ... 5
Orbital gap (alpha / beta) ... 5.53 / 4.92 eV
Total charge ... -1
Largest force on an atom ... 2.9 eV Å⁻¹
E_HOMO (alpha / beta) ... -0.16506 / -0.16671 hartree

=====

This record from OMol25 describes 2 unconnected molecules or ions with the total composition C13H11NO. The level of theory is ωB97M-V/def2-TZVPD.

XYZ file:
```
26
Properties=species:S:1:pos:R:3:forces:R:3:lowdin_charge:R:1
C 0.9796 0.3983 -0.1466 5.542 -0.492 -0.877 -0.054
C -0.2109 0.5208 -0.0299 -5.217 0.464 0.401 0.189
C -2.6212 1.6759 1.2747 0.267 1.651 1.397 -0.215
C 5.1015 0.2922 0.3110 -1.784 -1.940 -0.986 -0.029
C 4.4658 1.5473 0.2578 0.306 -1.744 -0.349 -0.051
C 4.4252 -0.9264 -0.0336 -1.574 3.471 0.975 -0.023
C 3.0918 1.5744 0.0518 0.754 -0.753 -0.181 0.024
C 3.0468 -0.8569 -0.2241 2.113 0.319 -0.469 -0.013
C 2.3566 0.3493 -0.2093 0.801 1.841 1.327 -0.227
C -2.6740 0.8485 0.2018 -0.851 -0.857 0.318 -0.319
C -3.3521 -0.2952 -0.3462 0.357 -0.787 1.737 -0.466
C -4.8216 -0.6557 -0.0226 -1.615 0.621 -1.350 -0.025
C -2.5702 -1.5375 -0.6539 0.591 2.032 -3.343 -0.024
N -2.4150 2.3415 2.2223 -0.311 -0.798 -1.041 0.133
O -2.9938 0.8997 -1.1059 -0.671 0.454 -0.574 0.079
H 6.0946 0.1051 0.6173 1.189 0.658 0.135 0.093
H 5.1770 2.3507 0.3066 -0.594 0.863 0.436 0.105
H 4.9086 -1.8411 0.0340 0.889 -1.512 -0.069 0.084
H 2.5734 2.5016 0.1482 -0.474 0.391 -0.225 0.114
H 2.5310 -1.7241 -0.4526 -1.119 -1.607 -0.240 0.100
H -5.3969 0.3202 -0.0401 0.327 -1.167 -0.420 0.095
H -5.1328 -1.0815 0.9806 1.330 0.294 -0.977 0.096
H -5.2166 -1.4242 -0.8371 0.659 1.789 1.574 0.118
H -2.8413 -1.7109 -1.7396 0.319 -0.602 1.158 0.119
H -3.0240 -2.1678 -0.0004 -0.806 -2.839 1.494 0.041
H -1.4816 -1.5043 -0.5643 -0.427 0.249 0.150 0.056
```
Positions in Å, forces in eV/Å.

LUMO (alpha / beta) ... -0.219 / -3.151 eV
2S+1 ... 3
Orbital gap (alpha / beta) ... 6.63 / 6.60 eV
Largest force on an atom ... 5.6 eV Å⁻¹
ΔE to the lowest compared entry with this formula, charge and spin ... 449.33 kJ/mol
E_HOMO (alpha / beta) ... -0.25154 / -0.35819 hartree

=====

This record from OMol25 describes C13H11NO5 in the gas phase. The level of theory is ωB97M-V/def2-TZVPD.

XYZ file:
```
30
Properties=species:S:1:pos:R:3:forces:R:3:lowdin_charge:R:1
O 2.2635 -0.4353 3.6094 0.626 -0.137 1.284 0.068
O 1.0794 -0.3390 -4.1529 1.383 0.779 3.205 0.091
O -0.3725 -0.3651 4.9026 1.367 0.147 -0.354 0.030
O -1.5098 -0.5218 -4.6445 2.106 0.507 1.726 0.019
O -3.4131 -2.4601 -0.6423 0.553 0.972 1.249 -0.107
C 1.1672 -0.3830 1.4662 -0.755 1.342 0.457 0.099
C 0.7708 -0.0738 -1.7314 -2.900 -0.011 -2.480 0.084
C -1.3118 -0.3505 2.6891 -0.561 0.735 1.346 0.052
C -2.0727 -0.2983 -2.2842 -1.142 0.394 1.182 0.026
C 1.1233 -0.3950 2.9223 -2.727 -0.010 -3.779 -0.272
C 0.2500 -0.2241 -3.0583 1.036 -0.473 0.550 -0.198
C -0.1663 -0.3827 3.5229 -0.112 0.204 -0.056 -0.210
C -1.1193 -0.3777 -3.2493 -0.372 0.168 -3.233 -0.198
C -0.0538 -0.1989 0.7051 5.133 -0.521 0.026 -0.128
C -0.1921 -0.0645 -0.7554 -1.822 -0.623 1.048 -0.102
C -1.2387 -0.2662 1.3132 -1.026 0.044 1.896 -0.186
C -1.6077 -0.1455 -0.9806 1.127 -1.072 -0.528 -0.079
N -3.1670 -1.4871 0.5408 -2.122 -1.202 -1.900 0.005
C -2.3455 -0.3103 0.3422 -0.090 -0.203 -1.905 -0.240
H 2.7530 -1.1215 3.1647 0.894 -0.254 0.098 0.111
H 0.5547 -0.4897 -4.8900 -1.689 -0.452 -2.339 0.052
H 0.4892 -0.2510 5.3907 -1.151 -0.240 -1.006 0.128
H -2.4134 -0.7711 -4.7181 -1.088 -0.314 0.172 0.073
H -4.1594 -2.2157 -1.2947 1.293 0.522 2.434 0.110
H 2.1683 -0.2975 0.9346 -1.317 -0.271 0.873 0.134
H 1.7749 0.0836 -1.5393 1.870 0.010 0.217 0.099
H -2.3228 -0.1813 3.1230 0.943 -0.526 0.141 0.145
H -3.1548 -0.3256 -2.5807 1.146 -0.100 0.505 0.143
H -3.0270 -1.9034 1.4694 -0.008 -1.007 -1.411 0.117
H -3.0521 0.4725 0.3588 -0.594 1.594 0.581 0.135
```
Positions in Å, forces in eV/Å.

LUMO ... 0.438 eV
SMILES string ... ONC1c2cc(O)c(O)cc2-c2cc(O)c(O)cc21
Orbital gap ... 8.22 eV
Largest force on an atom ... 5.2 eV Å⁻¹
ΔE to the lowest compared entry with this formula, charge and spin ... 461.16 kJ/mol
E_HOMO ... -0.28592 hartree

=====

This record from OMol25 describes C13H11P in the gas phase. The level of theory is ωB97M-V/def2-TZVPD.

XYZ file:
```
25
Properties=species:S:1:pos:R:3:forces:R:3:lowdin_charge:R:1
C 0.3874 -0.7854 -0.5457 -1.594 0.084 3.784 -0.070
C -0.1214 -0.7790 0.5677 0.568 -0.555 -1.992 -0.300
C 2.0898 -0.4344 -4.2976 0.174 -1.173 -0.284 -0.090
C 2.9119 -0.9140 -3.2306 -2.665 1.568 -0.125 -0.051
C 0.7143 -0.5167 -4.1643 -1.570 -0.206 -0.569 -0.107
C 2.3154 -0.9902 -1.9837 -1.802 0.825 -1.131 -0.025
C 0.0553 -0.7785 -2.9265 3.307 1.400 -1.634 0.001
C 0.9281 -0.7463 -1.8026 -0.375 -1.369 -3.097 -0.258
C -2.0054 1.3555 3.9640 -1.231 -0.030 0.757 -0.176
C -2.7611 1.2122 2.7477 -2.530 2.278 -1.710 -0.240
C -0.7250 0.9903 4.0545 -1.585 0.509 0.080 -0.169
C -2.5351 0.3995 1.7269 3.502 -2.064 3.367 -0.103
C 0.0373 0.3728 2.9130 -0.243 -3.124 3.754 -0.374
P -0.9143 -1.0613 2.0974 -2.007 2.909 0.184 0.971
H 2.3862 -0.1755 -5.3315 0.611 -0.355 0.934 0.106
H 3.9218 -1.1067 -3.3245 1.944 -0.219 -0.384 0.075
H 0.0921 -0.4269 -5.1305 0.935 0.029 1.764 0.127
H 2.7479 -1.1973 -1.0586 1.531 -0.414 1.001 0.096
H -0.9921 -0.8408 -3.0342 -1.051 -0.063 0.991 0.096
H -2.6708 1.8145 4.7590 1.646 -0.478 -0.527 0.119
H -3.6112 2.0772 2.6591 1.854 -2.193 -0.079 0.147
H -0.3329 1.2973 4.9920 1.229 -0.326 0.617 0.083
H -2.9040 0.3029 0.7875 -1.460 0.007 -2.420 0.004
H 0.0531 1.0537 2.1468 1.255 1.754 -1.797 0.039
H 0.9328 -0.1229 3.4146 -0.442 1.206 -1.487 0.099
```
Positions in Å, forces in eV/Å.

LUMO ... 0.313 eV
SMILES string ... C(#CP1C=CC=CC1)c1ccccc1
Orbital gap ... 8.47 eV
Largest force on an atom ... 5.3 eV Å⁻¹
ΔE to the lowest compared entry with this formula, charge and spin ... 91.62 kJ/mol
E_HOMO ... -0.29968 hartree

=====

This record from OMol25 describes a molecular structure, C13H12AsMoN4O6S2. The level of theory is ωB97M-V/def2-TZVPD.

XYZ file:
```
39
Properties=species:S:1:pos:R:3:forces:R:3:lowdin_charge:R:1
Mo 0.0315 0.1807 -0.0385 0.874 -0.563 -1.209 1.528
N 2.2464 -2.9645 -1.6983 0.077 0.067 0.039 0.127
C 1.5231 -2.2658 -0.8262 -0.221 -0.401 -0.146 -0.814
S 2.2310 -0.7713 -0.1940 -0.206 0.264 0.298 0.680
N 0.3599 -2.7517 -0.4399 0.174 0.490 0.160 0.030
N -0.2115 -1.8594 0.4430 0.198 -0.331 0.155 -0.244
C -0.7495 -2.2389 1.5336 -0.228 0.183 0.254 -0.015
C -1.0842 -1.1411 2.4542 0.131 -0.279 -0.287 -0.233
C -1.6600 -1.3297 3.6855 -0.105 0.031 0.164 0.017
C -1.8707 -0.2189 4.5004 -0.033 -0.146 0.016 -0.005
C -1.5059 1.0296 4.0446 0.043 0.103 -0.096 -0.005
C -0.9294 1.1479 2.7877 -0.073 0.025 0.070 -0.089
N -0.7028 0.0856 2.0139 -0.108 -0.157 0.119 -0.043
H 3.1198 -2.6106 -2.0447 0.000 0.011 -0.027 0.107
H 1.8759 -3.8223 -2.0740 -0.004 -0.014 0.017 0.125
H -0.8575 -3.2902 1.7764 0.000 0.025 0.062 0.150
H -1.9360 -2.3262 4.0014 -0.014 0.020 0.018 0.130
H -2.3186 -0.3389 5.4776 -0.004 -0.002 -0.010 0.127
H -1.6640 1.9183 4.6376 0.008 -0.009 0.008 0.126
H -0.6463 2.1070 2.3819 0.003 0.013 0.011 0.111
O -1.6823 4.0607 -1.2691 0.144 -0.097 0.069 -0.176
As -1.8837 2.4314 -0.7532 -0.138 0.420 0.638 1.002
O -2.8160 2.2175 0.5600 0.052 0.013 -0.152 -0.425
O -0.2125 1.9815 -0.0340 -0.518 0.189 -0.333 -0.561
C -2.5943 1.4643 -2.2527 0.223 -0.117 -0.130 -0.260
C -3.9761 1.3864 -2.2153 -0.043 -0.040 -0.143 -0.063
C -4.6387 0.7722 -3.2772 -0.080 0.028 0.086 -0.039
C -3.9324 0.2337 -4.3349 0.063 -0.039 -0.074 -0.030
C -2.5385 0.2795 -4.3559 -0.065 0.043 0.012 -0.017
C -1.8830 0.8964 -3.3148 -0.224 0.050 0.097 -0.280
S -0.1371 0.9122 -3.1736 0.171 0.469 0.268 0.548
O 0.1622 2.2262 -2.6591 0.055 -0.259 -0.123 -0.303
O 0.5239 0.4308 -4.3321 -0.181 -0.188 -0.083 -0.223
O 0.0073 -0.1209 -2.0165 -0.001 0.123 0.238 -0.545
H -1.8071 4.6498 -0.5102 0.013 0.093 -0.019 0.080
H -4.5274 1.8038 -1.3833 -0.006 -0.018 0.019 0.113
H -5.7188 0.7177 -3.2660 0.004 0.011 0.003 0.119
H -4.4631 -0.2395 -5.1500 0.010 0.007 -0.006 0.121
H -1.9683 -0.1510 -5.1682 0.007 -0.017 0.017 0.128
```
Positions in Å, forces in eV/Å.

LUMO (alpha / beta) ... -5.054 / -5.201 eV
2S+1 ... 3
Orbital gap (alpha / beta) ... 6.89 / 7.22 eV
Total charge ... +1
Largest force on an atom ... 1.6 eV Å⁻¹
ΔE to the lowest compared entry with this formula, charge and spin ... 140.85 kJ/mol
E_HOMO (alpha / beta) ... -0.43884 / -0.45647 hartree

=====

This record from OMol25 describes a molecular structure, C13H12BrN4O2Rh. The level of theory is ωB97M-V/def2-TZVPD.

XYZ file:
```
33
Properties=species:S:1:pos:R:3:forces:R:3:lowdin_charge:R:1
Rh 0.7514 1.0503 0.1400 0.709 0.432 0.223 1.191
N 2.7578 1.1807 1.3378 -0.247 -0.207 -0.207 -0.026
N 2.6308 2.2575 2.2337 -0.216 -0.018 -0.047 0.010
C 1.5772 3.1517 2.0546 -0.679 -0.729 -0.800 -0.663
O 1.4928 4.1850 2.6289 0.106 0.286 0.193 0.154
O 0.6322 2.6757 1.2012 -0.073 0.645 0.518 -0.239
H 2.8150 0.3183 1.8562 0.258 -0.235 0.265 0.099
H 3.5915 1.2620 0.7716 0.166 0.083 -0.173 0.112
H 3.4747 2.6472 2.6140 0.252 0.024 0.140 0.156
Br -3.4327 -2.9616 4.6773 0.245 0.194 -0.445 1.097
C -2.5799 -2.2686 3.2034 -0.535 -0.445 0.927 -0.620
C -2.7584 -2.8853 1.9506 -0.028 -0.272 -0.773 -0.046
C -2.1323 -2.3704 0.8483 -0.390 -0.549 0.134 0.037
C -1.3116 -1.2357 0.9788 0.129 0.164 -0.898 -0.171
C -1.1458 -0.6320 2.2403 0.024 0.277 0.437 0.027
C -1.7699 -1.1306 3.3495 0.392 0.464 -0.176 -0.043
N -0.6527 -0.6409 -0.1174 0.017 0.075 1.278 -0.001
C -0.8301 -0.9831 -1.3407 -0.187 -0.099 -0.524 0.005
C -0.1296 -0.2679 -2.4048 0.082 0.088 0.327 -0.246
C -0.2842 -0.5997 -3.7294 -0.198 -0.239 -0.369 0.038
C 0.4053 0.1357 -4.6925 -0.025 -0.041 -0.151 0.013
C 1.2178 1.1752 -4.2910 -0.022 -0.042 -0.191 0.018
C 1.3302 1.4556 -2.9328 -0.352 -0.287 0.323 -0.058
N 0.6712 0.7477 -2.0165 0.386 0.295 -0.118 -0.028
H -3.3895 -3.7609 1.8622 0.022 0.045 0.051 0.133
H -2.2823 -2.8585 -0.1078 0.036 0.040 0.133 0.128
H -0.5484 0.2663 2.3320 0.058 0.038 -0.036 0.105
H -1.6552 -0.6602 4.3171 -0.006 -0.007 -0.029 0.135
H -1.5164 -1.7777 -1.6218 0.028 0.007 -0.129 0.141
H -0.9390 -1.4165 -4.0109 0.057 0.046 -0.032 0.138
H 0.2988 -0.1050 -5.7429 -0.006 -0.002 0.053 0.137
H 1.7650 1.7748 -5.0072 -0.037 -0.041 0.024 0.136
H 1.9462 2.2710 -2.5819 0.033 0.011 0.076 0.131
```
Positions in Å, forces in eV/Å.

LUMO (alpha / beta) ... -8.237 / -10.973 eV
2S+1 ... 5
Orbital gap (alpha / beta) ... 6.77 / 4.40 eV
Total charge ... +2
Largest force on an atom ... 1.3 eV Å⁻¹
ΔE to the lowest compared entry with this formula, charge and spin ... 4.85 kJ/mol
E_HOMO (alpha / beta) ... -0.55146 / -0.56499 hartree